# 1
Formula: C20H20Cl2N6O4PPt
Source: OMol25
Level of theory: wB97M-V/def2-TZVPD

```
! wB97M-V def2-TZVPD RIJCOSX def2/J DEFGRID3
* xyz 1 1
Pt -0.592 -0.886 0.840
Cl 6.056 -1.195 2.233
C 4.400 -0.732 2.231
C 3.532 -1.357 1.351
C 2.192 -1.007 1.348
N 1.208 -1.604 0.525
C 1.350 -2.196 -0.624
O 2.528 -2.364 -1.230
C 0.089 -2.643 -1.262
C 0.090 -3.425 -2.405
C -1.124 -3.840 -2.931
C -2.296 -3.465 -2.291
C -2.222 -2.669 -1.156
N -1.069 -2.250 -0.648
C 1.700 -0.014 2.228
C 2.582 0.620 3.094
C 3.921 0.256 3.100
Cl 4.981 1.044 4.198
N 0.335 0.253 2.134
C -0.364 1.217 2.766
O 0.038 2.083 3.524
C -1.826 1.164 2.361
C -2.732 2.049 2.919
C -4.052 2.021 2.494
C -4.419 1.113 1.510
C -3.462 0.250 1.003
N -2.196 0.261 1.423
H 3.900 -2.121 0.685
H 1.035 -3.703 -2.847
H -1.157 -4.448 -3.824
H -3.260 -3.782 -2.659
H -3.120 -2.366 -0.632
H 2.224 1.386 3.764
H -2.372 2.732 3.675
H -4.781 2.694 2.921
H -5.431 1.064 1.138
H -3.708 -0.469 0.235
N 1.808 -0.326 -3.110
C 1.819 0.794 -2.143
P 0.185 1.586 -2.225
O -0.102 2.132 -3.568
O -0.814 0.634 -1.577
C 0.114 2.981 -0.980
N -1.370 3.081 -0.830
H 2.387 -0.097 -3.909
H 0.866 -0.442 -3.484
H 2.559 -1.726 -1.996
H 2.602 1.509 -2.393
H 2.007 0.433 -1.129
H 0.533 3.921 -1.328
H 0.527 2.708 -0.010
H -1.648 2.057 -0.923
H -1.771 3.575 -1.631
H -1.681 3.510 0.041
*
```

Calculated values
HOMO: -10.66 eV
molecular weight: 705.376 g mol⁻¹
lowest unoccupied orbital energy: -4.000 eV
E: -2784.63149 a.u.
relative energy (zero: lowest compared OMol25 entry of this formula, charge and spin): 47.38 kJ/mol


# 2
Formula: C3H3NO2S
Source: OMol25
Level of theory: wB97M-V/def2-TZVPD

```
! wB97M-V def2-TZVPD RIJCOSX def2/J DEFGRID3
* xyz 0 1
C 1.269 -0.423 0.029
C -0.673 0.226 -0.012
C 0.620 0.999 -0.074
N -0.009 -0.982 0.023
O 2.402 -0.851 -0.011
O -2.926 -0.690 -0.098
S -2.219 0.623 0.048
H 0.903 1.584 0.820
H 0.931 1.423 -0.955
H -0.299 -1.909 0.232
*
```

Calculated values
HOMO: -9.01 eV
molecular weight: 117.129 g mol⁻¹
lowest unoccupied orbital energy: -0.066 eV
E: -719.48043 a.u.
relative energy (zero: lowest compared OMol25 entry of this formula, charge and spin): 262.12 kJ/mol


# 3
Formula: C32H29N3O2P2Pd
Source: OMol25
Level of theory: wB97M-V/def2-TZVPD

```
! wB97M-V def2-TZVPD RIJCOSX def2/J DEFGRID3
* xyz 2 3
Pd 1.061 -0.805 -0.740
C 0.020 0.583 3.380
N 0.062 0.170 1.963
P 0.964 1.006 0.770
C 0.420 2.703 0.776
C -0.584 3.100 -0.110
C -1.057 4.402 -0.081
C -0.529 5.306 0.832
C 0.471 4.917 1.714
C 0.950 3.617 1.691
C 2.688 0.939 1.238
C 3.182 -0.134 1.986
C 4.545 -0.257 2.209
C 5.421 0.679 1.679
C 4.937 1.746 0.927
C 3.580 1.879 0.703
P -0.201 -1.393 1.422
C -0.871 -2.409 2.713
C -0.023 -3.214 3.472
C -0.555 -3.985 4.494
C -1.919 -3.949 4.748
C -2.767 -3.151 3.987
C -2.250 -2.382 2.961
C -1.317 -1.304 0.026
C -2.107 -0.169 -0.248
C -3.029 -0.208 -1.270
C -3.181 -1.368 -2.033
C -2.421 -2.503 -1.762
C -1.492 -2.477 -0.739
H -0.198 1.651 3.416
H 0.968 0.388 3.878
H -0.779 0.050 3.891
H -0.991 2.396 -0.824
H -1.832 4.715 -0.767
H -0.897 6.322 0.854
H 0.880 5.629 2.417
H 1.739 3.323 2.372
H 2.505 -0.866 2.416
H 4.920 -1.080 2.801
H 6.483 0.583 1.855
H 5.622 2.478 0.522
H 3.214 2.716 0.122
H 1.040 -3.246 3.268
H 0.090 -4.617 5.087
H -2.330 -4.554 5.545
H -3.828 -3.137 4.191
H -2.909 -1.770 2.357
H -2.008 0.716 0.369
H -3.651 0.653 -1.472
H -3.888 -1.389 -2.850
H -2.563 -3.397 -2.351
H -0.911 -3.365 -0.511
N -1.067 -1.796 -6.549
C -1.697 -1.212 -5.511
O -2.840 -1.450 -5.181
C -0.879 -0.238 -4.702
C -0.953 1.131 -4.916
C -0.257 1.975 -4.064
C 0.442 1.427 -3.005
N 0.490 0.110 -2.771
C -0.137 -0.699 -3.629
H -1.591 -2.423 -7.142
H -0.155 -1.495 -6.845
H -1.538 1.527 -5.736
H -0.259 3.046 -4.210
H 0.991 2.055 -2.316
H -0.069 -1.764 -3.433
O 2.744 -3.292 -1.811
C 2.099 -2.441 -1.470
*
```

Calculated values
HOMO (alpha / beta): -13.34 / -14.58 eV
molecular weight: 655.971 g mol⁻¹
lowest unoccupied orbital energy (alpha / beta): -5.423 / -8.587 eV
E: -2361.65779 a.u.
relative energy (zero: lowest compared OMol25 entry of this formula, charge and spin): 79.27 kJ/mol


# 4
Formula: C12H15B2F17O6Sn
Source: OMol25
Level of theory: wB97M-V/def2-TZVPD

```
! wB97M-V def2-TZVPD RIJCOSX def2/J DEFGRID3
* xyz 0 1
Sn -3.579 1.779 6.149
B -7.704 5.247 3.262
F -8.930 4.654 3.403
F -6.961 4.223 2.718
F -7.789 6.292 2.363
F -7.170 5.616 4.488
B -1.005 3.976 1.185
F -1.872 3.482 0.294
F -0.306 2.977 1.796
F -0.211 4.856 0.582
F -1.764 4.580 2.071
C 6.874 -1.548 3.514
C 5.330 -1.543 3.722
O 4.972 -2.721 4.423
C 3.737 -2.818 4.977
O 2.795 -2.060 4.791
C 3.494 -4.141 5.738
F 4.374 -5.093 5.384
F 3.494 -3.959 7.072
F 2.305 -4.548 5.328
H 7.417 -1.222 4.400
H 7.178 -0.817 2.765
H 7.187 -2.547 3.213
H 4.782 -1.410 2.789
H 4.980 -0.649 4.237
C 3.215 1.803 -5.017
C 1.863 2.505 -4.944
O 1.400 2.523 -6.230
C 0.308 3.236 -6.558
O -0.405 3.683 -5.661
C -0.226 3.053 -7.992
F -1.217 2.230 -8.064
F -0.756 4.195 -8.519
F 0.672 2.649 -8.860
H 3.524 1.538 -4.006
H 4.010 2.319 -5.557
H 2.998 0.869 -5.536
H 2.052 3.467 -4.466
H 1.182 1.871 -4.376
C -0.742 -3.819 -1.320
C -1.653 -3.346 -0.165
O -2.971 -3.554 -0.489
C -3.957 -3.078 0.314
O -3.795 -2.317 1.321
C -5.377 -3.509 -0.063
F -5.396 -4.150 -1.236
F -5.843 -4.270 0.924
F -6.150 -2.388 -0.086
H -1.147 -3.560 -2.298
H -0.593 -4.898 -1.368
H 0.294 -3.488 -1.245
H -1.453 -2.298 0.061
H -1.463 -3.871 0.771
*
```

Calculated values
HOMO: -10.42 eV
molecular weight: 718.547 g mol⁻¹
lowest unoccupied orbital energy: -8.057 eV
E: -2879.45222 a.u.
relative energy (zero: lowest compared OMol25 entry of this formula, charge and spin): 963.65 kJ/mol